{
  "formula": "C55H49ClGeN6O5SW",
  "method": "the ωB97M-V functional and the def2-TZVPD basis",
  "species": ["W", "O", "C", "C", "C", "C", "C", "C", "C", "O", "N", "N", "C", "C", "C", "C", "C", "C", "N", "H", "H", "H", "H", "H", "H", "H", "H", "H", "H", "C", "O", "C", "C", "C", "C", "C", "C", "N", "C", "N", "C", "C", "C", "C", "C", "C", "O", "C", "N", "C", "C", "C", "C", "C", "C", "O", "C", "H", "H", "H", "H", "H", "H", "H", "H", "H", "H", "H", "H", "H", "H", "H", "H", "H", "H", "H", "H", "H", "H", "S", "C", "Ge", "C", "C", "C", "C", "C", "C", "C", "C", "C", "C", "C", "C", "H", "H", "H", "H", "H", "H", "H", "H", "H", "H", "H", "Cl", "C", "C", "C", "C", "C", "C", "C", "H", "H", "H", "H", "H", "H"],
  "positions_angstrom": [[0.719, 0.612, 0.661], [-4.006, 2.188, 3.373], [-3.595, 1.024, 3.948], [-4.581, 0.341, 4.653], [-4.293, -0.814, 5.348], [-2.993, -1.305, 5.347], [-2.021, -0.660, 4.616], [-2.290, 0.513, 3.880], [-1.145, 1.016, 3.093], [-1.249, 1.268, 1.683], [0.042, 0.903, 3.564], [1.040, 0.892, 2.677], [2.297, 0.731, 3.128], [3.251, 0.320, 2.192], [4.601, 0.105, 2.538], [5.489, -0.325, 1.596], [5.032, -0.557, 0.288], [3.712, -0.336, -0.001], [2.805, 0.087, 0.901], [-3.286, 2.819, 3.316], [-5.572, 0.777, 4.669], [-5.074, -1.320, 5.898], [-2.742, -2.197, 5.905], [-1.023, -1.068, 4.570], [2.510, 0.830, 4.183], [4.907, 0.300, 3.556], [6.530, -0.483, 1.843], [5.698, -0.894, -0.493], [3.343, -0.507, -0.998], [-4.978, -2.635, -1.468], [-3.669, -2.241, -1.846], [-3.029, -2.961, -2.809], [-3.588, -4.077, -3.420], [-2.955, -4.706, -4.481], [-1.749, -4.218, -4.953], [-1.169, -3.131, -4.321], [-1.774, -2.512, -3.234], [-1.074, -1.408, -2.662], [-0.601, -1.250, -1.400], [-1.357, -1.581, -0.341], [-0.685, -2.137, 0.805], [0.263, -1.383, 1.487], [0.910, -2.047, 2.540], [0.627, -3.358, 2.872], [-0.315, -4.087, 2.158], [-0.968, -3.476, 1.103], [-1.865, -4.097, 0.287], [-2.157, -5.455, 0.563], [0.572, -0.658, -1.198], [1.504, -0.785, -2.271], [2.036, 0.302, -2.945], [2.950, 0.109, -3.976], [3.313, -1.175, -4.338], [2.802, -2.277, -3.660], [1.905, -2.092, -2.620], [1.341, -3.081, -1.891], [1.820, -4.403, -2.084], [-5.315, -1.893, -0.747], [-4.979, -3.616, -0.990], [-5.653, -2.641, -2.325], [-4.543, -4.456, -3.083], [-3.418, -5.566, -4.944], [-1.256, -4.675, -5.800], [-0.211, -2.755, -4.665], [-0.464, -0.972, -3.339], [-2.235, -2.036, -0.583], [1.660, -1.536, 3.130], [1.149, -3.830, 3.695], [-0.507, -5.119, 2.416], [-2.636, -5.567, 1.539], [-1.256, -6.073, 0.526], [-2.836, -5.785, -0.220], [1.739, 1.299, -2.650], [3.365, 0.962, -4.497], [3.999, -1.336, -5.159], [3.105, -3.275, -3.947], [1.321, -5.009, -1.332], [2.900, -4.457, -1.934], [1.565, -4.780, -3.077], [-0.943, 2.201, -2.086], [-0.229, 1.541, -0.884], [1.637, 3.028, 0.798], [3.543, 3.260, 1.312], [4.561, 3.044, 0.385], [5.892, 3.244, 0.718], [6.231, 3.651, 2.000], [5.230, 3.868, 2.938], [3.900, 3.679, 2.592], [1.424, 4.277, -0.726], [0.634, 5.419, -0.641], [0.510, 6.285, -1.720], [1.180, 6.022, -2.906], [1.963, 4.881, -3.014], [2.074, 4.018, -1.935], [0.965, 3.864, 1.928], [4.317, 2.724, -0.623], [6.666, 3.085, -0.023], [7.269, 3.815, 2.263], [5.488, 4.197, 3.937], [3.124, 3.869, 3.326], [0.113, 5.640, 0.285], [-0.107, 7.170, -1.633], [1.103, 6.708, -3.740], [2.487, 4.667, -3.938], [2.690, 3.129, -2.032], [-3.005, 4.959, 0.023], [-3.705, 3.382, -0.149], [-4.842, 3.215, -0.922], [-5.382, 1.947, -1.071], [-4.786, 0.859, -0.451], [-3.651, 1.038, 0.323], [-3.103, 2.303, 0.487], [-1.852, 2.521, 1.295], [-5.290, 4.070, -1.409], [-6.270, 1.815, -1.675], [-5.203, -0.132, -0.574], [-3.183, 0.191, 0.806], [-2.034, 3.130, 2.180], [-1.128, 3.088, 0.711]],
  "atomic_forces_ev_per_a": [[-1.39, -1.89, -0.83], [-0.12, 0.03, -0.08], [0.18, -0.05, 0.11], [-0.10, 0.09, -0.02], [0.08, 0.02, -0.06], [-0.04, -0.12, 0.08], [-0.04, 0.13, -0.18], [-0.27, -0.19, 0.04], [0.58, -0.03, 0.11], [0.36, -0.41, 0.00], [-0.47, 0.05, 0.23], [0.38, 0.47, 0.36], [0.08, 0.04, 0.18], [-0.11, -0.01, -0.07], [0.07, 0.01, 0.00], [-0.02, -0.01, -0.04], [-0.04, 0.03, 0.03], [-0.05, -0.13, -0.14], [0.32, 0.25, 0.24], [0.04, 0.02, 0.12], [0.01, 0.00, 0.00], [0.00, 0.01, 0.02], [0.00, 0.00, -0.03], [0.06, 0.00, -0.01], [0.00, 0.02, 0.00], [0.00, 0.03, 0.00], [-0.01, 0.01, 0.05], [-0.02, 0.00, -0.01], [0.06, 0.02, 0.00], [-0.11, -0.10, 0.08], [0.24, 0.11, 0.16], [-0.09, 0.06, -0.15], [-0.14, -0.09, 0.02], [0.09, 0.04, -0.01], [-0.02, 0.01, -0.02], [0.08, -0.05, 0.12], [0.03, -0.27, 0.02], [-0.01, 0.20, 0.00], [-0.11, 0.08, -0.05], [0.09, -0.69, -0.07], [0.07, 0.30, -0.06], [-0.15, -0.46, 0.18], [0.02, 0.05, 0.07], [0.02, 0.09, 0.02], [-0.04, -0.14, -0.01], [0.04, 0.09, 0.10], [-0.12, 0.08, -0.08], [-0.06, -0.12, -0.05], [0.12, 0.04, 0.10], [-0.06, 0.00, -0.01], [-0.08, -0.11, 0.05], [0.05, 0.04, -0.06], [0.04, 0.04, -0.01], [0.02, -0.13, -0.01], [-0.09, 0.20, 0.04], [0.03, 0.00, -0.01], [-0.02, -0.16, 0.01], [0.01, -0.24, -0.06], [0.04, -0.04, -0.02], [0.02, 0.03, -0.02], [0.01, 0.04, 0.00], [-0.01, 0.01, 0.00], [-0.01, -0.02, 0.01], [0.01, 0.01, 0.03], [-0.01, 0.09, -0.03], [-0.02, 0.20, 0.00], [0.00, 0.01, -0.03], [0.00, 0.00, 0.00], [-0.03, 0.05, 0.00], [0.01, 0.00, -0.02], [0.01, 0.04, 0.01], [-0.02, 0.03, 0.02], [0.02, 0.00, -0.04], [-0.02, 0.00, 0.00], [0.03, 0.02, 0.03], [0.01, 0.04, 0.00], [0.01, 0.01, -0.02], [-0.02, 0.03, 0.00], [0.00, 0.04, 0.01], [0.35, -0.53, 0.89], [-0.06, 1.26, -1.11], [0.71, 1.83, 0.04], [-0.12, -0.25, -0.21], [-0.07, -0.04, -0.03], [0.05, -0.02, 0.00], [0.00, 0.01, 0.00], [0.07, 0.02, 0.03], [-0.21, -0.02, 0.01], [0.08, -0.30, -0.02], [0.01, -0.08, 0.12], [-0.04, 0.04, -0.05], [-0.01, 0.03, -0.01], [0.00, -0.04, -0.02], [0.00, 0.02, 0.01], [-0.24, -0.24, 0.05], [0.04, -0.01, 0.00], [-0.01, 0.00, 0.01], [-0.01, -0.01, 0.01], [-0.02, 0.01, -0.01], [0.03, 0.00, 0.02], [0.02, 0.04, -0.02], [0.01, 0.01, 0.00], [-0.04, -0.01, 0.00], [0.01, 0.02, 0.01], [0.03, 0.05, -0.04], [0.00, 0.11, 0.02], [-0.06, -0.21, 0.00], [0.01, 0.06, -0.04], [-0.03, -0.01, -0.03], [0.04, 0.04, 0.00], [-0.07, 0.01, -0.02], [0.16, -0.14, 0.09], [-0.32, 0.28, -0.22], [0.01, 0.02, 0.03], [0.00, 0.00, 0.00], [0.02, 0.29, 0.04], [0.02, 0.00, 0.03], [0.18, -0.02, 0.00], [0.05, -0.03, 0.08]],
  "multiplicity": 4,
  "energy_ha": -5832.0725,
  "gap_ev": [5.18, 5.99],
  "mol_weight_g_mol": 1198.00,
  "charge": 1,
  "s_squared": 3.7981
}

---

{
  "formula": "C9H17N3O5",
  "method": "the ωB97M-V functional and the def2-TZVPD basis",
  "species": ["C", "C", "C", "C", "C", "C", "C", "C", "C", "H", "H", "H", "H", "H", "H", "H", "H", "H", "H", "H", "H", "H", "H", "H", "H", "H", "N", "N", "N", "O", "O", "O", "O", "O"],
  "positions_angstrom": [[-1.252, 0.076, 0.872], [0.090, -0.079, 0.323], [-2.466, -0.630, 0.037], [-4.010, -0.424, 0.455], [-3.958, -0.962, 1.985], [1.943, 0.271, -1.100], [3.099, -0.631, -0.667], [2.662, 1.431, -1.688], [3.568, 1.126, -2.894], [-0.998, 1.784, 1.890], [-1.677, 2.343, 0.539], [-1.197, -0.503, 1.868], [-2.099, -1.858, 0.250], [-2.263, -0.309, -1.047], [-4.514, 0.713, 0.330], [-4.638, -1.202, -0.007], [-3.575, -0.487, 3.887], [-3.698, 1.118, 2.890], [0.589, 1.761, -0.378], [1.095, -0.108, -1.803], [3.278, 2.143, -0.975], [1.757, 2.833, -3.004], [3.199, 0.297, -3.638], [4.805, 1.011, -2.582], [3.634, 2.118, -3.684], [1.850, -2.332, -0.971], [-1.648, 1.533, 1.254], [-3.765, -0.015, 3.087], [1.124, 0.804, 0.092], [0.213, -1.238, -0.248], [-4.029, -2.193, 2.230], [4.198, -0.147, -0.255], [1.368, 2.259, -2.107], [2.802, -2.013, -0.687]],
  "atomic_forces_ev_per_a": [[-3.44, 2.33, 2.51], [1.01, -5.15, -4.73], [2.18, -2.03, -0.43], [0.91, 1.18, 2.39], [-0.38, -0.15, 1.51], [-0.73, 0.46, 0.72], [1.43, -1.61, 1.98], [-0.79, 3.82, -0.91], [2.54, 1.46, -2.76], [2.43, 1.37, 2.75], [0.21, -2.42, 0.90], [-0.28, 1.12, -1.18], [-1.67, 3.65, -1.25], [-0.53, -0.88, 1.39], [1.72, -3.18, 0.37], [0.40, 0.59, -0.27], [0.64, -0.92, 3.12], [0.09, -4.51, 0.87], [2.17, -2.89, 1.99], [2.38, 0.14, 0.79], [-1.55, -1.80, -1.09], [-1.94, -2.34, 4.00], [0.78, 1.24, 1.81], [-3.98, -0.05, -0.79], [-0.34, -2.45, 2.40], [2.33, 2.08, 0.96], [-1.86, -0.97, -3.32], [-1.15, 2.85, -6.74], [-2.28, 2.81, -2.23], [-0.23, 2.42, 2.33], [0.34, 3.60, -0.75], [-4.59, -2.70, -1.84], [4.21, 1.72, -3.98], [-0.02, 1.21, -0.52]],
  "energy_ha": -893.4023,
  "gap_ev": 10.01,
  "relative_energy_kj_mol": 743.4,
  "smiles": "C[C@@H](O)[C@H](NC(=O)[C@@H](N)CCC(N)=O)C(=O)O",
  "mol_weight_g_mol": 247.25
}

---

{
  "formula": "C5H7N3O4",
  "method": "the ωB97M-V functional and the def2-TZVPD basis",
  "species": ["N", "N", "C", "C", "O", "O", "C", "H", "C", "N", "H", "H", "H", "C", "O", "O", "H", "H", "H"],
  "positions_angstrom": [[-1.058, -3.771, -0.712], [-0.623, -2.984, -1.386], [-0.155, -2.032, -1.951], [-0.327, -0.535, -1.482], [0.150, 0.554, -2.179], [-1.053, -0.411, -0.262], [-1.316, 0.908, 0.424], [-1.350, 1.498, -0.336], [0.260, 1.259, 1.080], [0.678, 2.338, 0.265], [1.676, 2.530, 0.870], [0.970, 2.093, -0.569], [-0.034, 1.675, 1.890], [1.135, 0.011, 1.305], [2.371, 0.116, 0.724], [0.611, -0.901, 1.983], [-0.329, -0.866, 2.046], [-2.030, 0.650, 1.150], [0.425, -2.132, -2.859]],
  "atomic_forces_ev_per_a": [[-0.40, -0.74, 0.03], [-2.44, -4.34, 4.03], [2.82, 8.87, -3.42], [1.07, 4.60, -1.71], [-3.04, -7.04, 4.44], [0.77, -1.18, -2.37], [6.27, -5.86, 2.64], [-1.41, 4.56, -3.97], [-2.69, -2.97, -6.12], [3.37, 2.70, 7.86], [-3.10, 0.15, -2.75], [1.79, -1.92, -5.30], [-1.35, 2.41, 6.28], [6.49, 5.45, -5.95], [-6.92, -1.80, 4.07], [1.33, -3.44, 1.65], [-1.20, 0.33, 0.00], [-1.28, 0.34, 0.49], [-0.10, -0.13, 0.10]],
  "energy_ha": -659.7241,
  "gap_ev": 9.50,
  "relative_energy_kj_mol": 731.8,
  "mol_weight_g_mol": 173.13
}

---

{
  "formula": "C15H27IN4O8PS",
  "method": "the ωB97M-V functional and the def2-TZVPD basis",
  "species": ["C", "C", "C", "N", "C", "C", "P", "O", "O", "C", "C", "O", "C", "C", "C", "N", "C", "I", "N", "C", "C", "O", "C", "C", "N", "H", "H", "H", "H", "H", "H", "H", "H", "H", "H", "H", "H", "H", "H", "H", "H", "H", "H", "H", "H", "H", "H", "H", "H", "H", "H", "H", "O", "S", "O", "O", "O"],
  "positions_angstrom": [[-1.265, 2.554, 3.551], [-0.878, 1.809, 2.692], [-0.422, 1.046, 1.473], [-0.197, -0.344, 1.877], [0.891, -0.671, 2.809], [2.172, -0.642, 1.939], [2.955, 1.003, 1.782], [2.309, 1.935, 2.730], [4.548, 0.958, 2.068], [5.197, 2.203, 1.765], [5.106, 3.236, 2.917], [2.593, 1.497, 0.307], [3.140, 0.639, -0.741], [3.018, 1.293, -2.116], [-0.954, -1.299, 1.393], [-0.921, -2.644, 1.683], [-1.864, -3.236, 1.000], [-2.365, -5.264, 1.029], [-2.534, -2.355, 0.213], [-3.613, -2.582, -0.733], [-4.566, -1.375, -0.935], [-5.268, -1.585, -2.134], [-4.871, -0.697, -3.186], [-5.883, 0.478, -3.266], [-1.927, -1.198, 0.495], [-1.533, 3.358, 4.208], [0.479, 1.558, 1.110], [-1.208, 1.172, 0.721], [0.917, -0.031, 3.700], [0.793, -1.701, 3.181], [1.803, -0.899, 0.926], [2.871, -1.450, 2.202], [6.266, 2.041, 1.555], [4.786, 2.692, 0.866], [5.911, 3.975, 2.761], [4.164, 3.804, 2.871], [5.180, 2.779, 3.912], [2.541, -0.289, -0.820], [4.206, 0.456, -0.532], [2.993, 2.397, -2.106], [3.886, 0.957, -2.701], [2.102, 0.932, -2.617], [-4.211, -3.470, -0.487], [-3.169, -2.801, -1.724], [-4.050, -0.400, -1.003], [-5.235, -1.310, -0.055], [-4.955, -1.273, -4.123], [-3.821, -0.366, -3.128], [-5.818, 0.968, -4.245], [-6.872, 0.024, -3.091], [-5.725, 1.170, -2.422], [-2.258, -0.385, -0.005], [2.020, -0.877, -4.326], [1.111, -1.739, -3.524], [-0.257, -1.131, -3.498], [1.635, -1.822, -2.107], [1.045, -3.096, -4.114]],
  "atomic_forces_ev_per_a": [[0.14, 0.18, -0.32], [-0.01, 0.20, -0.78], [-0.42, 1.06, 1.82], [-0.41, 0.30, 0.32], [1.05, -0.42, -0.31], [0.69, -0.56, -0.48], [-1.26, 0.96, 1.06], [-0.10, 0.03, 0.12], [-0.65, -0.35, -1.16], [0.60, 1.45, 0.45], [-0.22, 0.26, -0.42], [1.00, -0.48, 0.65], [0.04, -0.12, -1.38], [-0.35, 0.03, -0.14], [-0.77, -2.97, -0.58], [0.80, 0.00, 1.14], [-0.38, 0.40, -0.66], [0.35, 0.70, 0.07], [0.39, -2.50, 1.61], [-0.01, 0.61, -1.87], [0.14, 0.00, 0.48], [0.37, 0.15, 0.50], [-0.78, 0.29, -1.14], [0.38, -0.84, 0.77], [-1.13, 3.32, -1.55], [0.02, -0.47, 0.04], [-0.15, -0.52, -0.04], [0.32, -0.40, 0.03], [-0.19, 0.30, -0.58], [-0.43, 0.36, -0.39], [0.58, -0.06, 0.31], [-0.11, 0.39, 0.08], [-0.47, -0.59, 0.11], [-0.06, -0.51, 0.15], [-0.13, -0.35, 0.23], [0.21, -0.44, 0.09], [0.14, 0.05, -0.34], [0.49, 0.08, 0.09], [-0.39, -0.11, 0.22], [0.22, -0.33, 0.31], [-0.49, 0.11, -0.09], [0.55, 0.04, 0.02], [0.43, 0.35, 0.48], [0.02, 0.21, 0.39], [0.12, -0.41, 0.14], [-0.04, -0.01, -0.51], [0.10, 0.10, 0.42], [-0.26, -0.21, 0.27], [-0.09, 0.08, 0.38], [0.22, 0.30, -0.42], [0.04, 0.05, -0.52], [0.37, -0.03, -0.04], [-0.13, 0.03, 0.32], [0.23, -0.12, -0.38], [-0.34, 0.13, 0.43], [-0.18, 0.23, 0.29], [-0.07, 0.07, 0.30]],
  "energy_ha": -2445.8640,
  "gap_ev": 3.79,
  "mol_weight_g_mol": 581.35,
  "charge": -1
}

---

{
  "formula": "C2H5BrN2O",
  "method": "the ωB97M-V functional and the def2-TZVPD basis",
  "species": ["C", "C", "N", "N", "O", "Br", "H", "H", "H", "H", "H"],
  "positions_angstrom": [[1.240, -1.263, 0.108], [-0.254, -1.471, -0.092], [0.494, 1.641, 0.556], [1.859, -0.112, -0.440], [2.039, -2.125, 0.415], [3.588, 0.329, -0.067], [-0.469, -2.215, 0.574], [-0.721, -0.460, 0.117], [-0.588, -1.769, -1.049], [-0.132, 1.722, -0.222], [1.105, 2.406, 0.252]],
  "atomic_forces_ev_per_a": [[2.14, -0.62, -1.31], [1.11, 4.05, 0.28], [1.91, -1.50, -0.59], [-2.77, 3.01, 0.47], [-1.03, -0.40, 0.59], [-0.38, -0.35, 0.29], [-1.11, -1.70, 1.93], [0.11, -1.51, 0.11], [0.32, -0.31, -1.31], [-1.04, -0.53, -0.85], [0.73, -0.14, 0.39]],
  "energy_ha": -2837.7777,
  "gap_ev": [6.94, 6.94],
  "relative_energy_kj_mol": 453.6,
  "mol_weight_g_mol": 152.98
}